1.
{
  "formula": "C4H8N2O",
  "method": "ωB97M-V with the def2-TZVPD basis set",
  "symbols": ["C", "C", "C", "N", "C", "N", "H", "H", "H", "H", "H", "H", "O", "H", "H"],
  "positions_angstrom": [[-1.804, 0.971, 0.283], [-0.631, 0.307, -0.340], [0.474, 0.939, -0.854], [1.262, -0.064, -1.356], [0.634, -1.236, -1.111], [-0.508, -1.043, -0.502], [-1.669, 2.044, 0.225], [-1.929, 0.699, 1.323], [-2.722, 0.654, -0.216], [0.703, 1.985, -0.867], [2.212, 0.082, -1.653], [1.061, -2.181, -1.391], [1.339, -0.938, 2.069], [0.619, -1.119, 1.450], [0.957, -1.098, 2.940]],
  "smiles": "Cc1c[nH]cn1.O",
  "e_homo_ev": -8.692
}

---

2.
{
  "formula": "C7H16N",
  "method": "ωB97M-V with the def2-TZVPD basis set",
  "symbols": ["C", "C", "C", "C", "C", "C", "C", "N", "H", "H", "H", "H", "H", "H", "H", "H", "H", "H", "H", "H", "H", "H", "H", "H"],
  "positions_angstrom": [[-1.321, 0.139, -0.459], [-0.069, 0.475, 0.317], [-0.047, 0.165, -1.237], [0.478, 1.728, 0.996], [0.342, 1.170, -2.266], [-0.616, -1.163, 2.425], [0.380, -0.987, 1.435], [0.525, -1.215, -1.689], [-1.598, -0.865, -0.383], [-2.087, 0.818, -0.597], [-0.101, 1.921, 2.014], [0.305, 2.564, 0.426], [1.549, 1.571, 1.194], [-0.188, 2.163, -2.177], [0.083, 0.848, -3.304], [1.450, 1.177, -2.205], [-1.645, -1.704, 2.186], [-1.083, -0.211, 2.687], [-0.160, -1.676, 3.237], [0.585, -1.823, 0.783], [1.297, -0.515, 1.827], [0.687, -1.845, -0.898], [1.499, -1.150, -2.082], [-0.265, -1.587, -2.233]],
  "spin_multiplicity": 3,
  "total_charge": 1,
  "e_homo_ev": [-7.714, -14.156],
  "s2": 2.005
}

---

3.
{
  "formula": "C18H22N4O4",
  "method": "ωB97M-V with the def2-TZVPD basis set",
  "symbols": ["C", "C", "C", "C", "C", "C", "O", "N", "C", "C", "O", "N", "C", "C", "C", "C", "O", "N", "C", "C", "O", "N", "C", "C", "C", "C", "H", "H", "H", "H", "H", "H", "H", "H", "H", "H", "H", "H", "H", "H", "H", "H", "H", "H", "H", "H", "H", "H"],
  "positions_angstrom": [[4.804, 0.945, 0.631], [3.410, 1.203, 0.157], [2.785, 2.411, 0.444], [1.492, 2.671, 0.036], [0.787, 1.704, -0.676], [-0.616, 1.857, -1.121], [-1.119, 1.127, -1.967], [-1.338, 2.835, -0.516], [-2.760, 2.998, -0.753], [-3.507, 1.924, 0.052], [-4.057, 2.146, 1.110], [-3.405, 0.708, -0.516], [-3.722, -0.518, 0.188], [-2.506, -1.410, 0.191], [-2.418, -2.440, -0.677], [-1.244, -3.272, -0.749], [-1.094, -4.232, -1.475], [-0.221, -2.881, 0.120], [0.981, -3.695, 0.100], [-0.270, -1.826, 0.993], [0.662, -1.528, 1.710], [-1.463, -1.110, 1.023], [-1.556, -0.060, 2.018], [1.422, 0.503, -0.985], [2.719, 0.239, -0.584], [3.370, -1.060, -0.939], [4.829, 0.057, 1.262], [5.470, 0.768, -0.213], [5.183, 1.789, 1.202], [3.325, 3.165, 0.999], [1.059, 3.636, 0.256], [-0.948, 3.316, 0.277], [-3.068, 3.990, -0.425], [-2.953, 2.876, -1.822], [-2.828, 0.622, -1.352], [-4.539, -1.037, -0.323], [-4.051, -0.244, 1.193], [-3.225, -2.679, -1.348], [1.343, -3.775, -0.924], [0.748, -4.697, 0.461], [1.723, -3.225, 0.740], [-1.783, 0.900, 1.562], [-0.587, -0.001, 2.513], [-2.322, -0.298, 2.757], [0.868, -0.229, -1.556], [4.305, -0.889, -1.471], [3.600, -1.625, -0.036], [2.717, -1.657, -1.568]],
  "smiles": "Cc1ccc(C(=O)NCC(=O)NCc2cc(=O)n(C)c(=O)n2C)cc1C",
  "e_homo_ev": -9.027
}

---

4.
{
  "formula": "C7H14",
  "method": "ωB97M-V with the def2-TZVPD basis set",
  "symbols": ["C", "C", "C", "C", "C", "C", "C", "H", "H", "H", "H", "H", "H", "H", "H", "H", "H", "H", "H", "H", "H"],
  "positions_angstrom": [[0.865, -0.837, 1.455], [0.683, 0.538, 0.808], [1.945, 1.369, 1.048], [0.336, 0.429, -0.688], [-1.095, 0.003, -0.967], [-1.453, -0.909, -2.110], [-1.616, -1.383, -0.696], [1.708, -1.364, 0.986], [1.089, -0.741, 2.524], [-0.024, -1.463, 1.357], [-0.158, 1.046, 1.303], [2.107, 1.514, 2.123], [2.831, 0.855, 0.650], [1.888, 2.357, 0.577], [0.489, 1.410, -1.161], [1.042, -0.257, -1.180], [-1.821, 0.793, -0.777], [-2.342, -0.698, -2.697], [-0.635, -1.346, -2.678], [-0.926, -2.144, -0.347], [-2.619, -1.473, -0.286]],
  "smiles": "CC(C)CC1CC1",
  "e_homo_ev": -10.082
}

---

5.
{
  "formula": "C4H6O",
  "method": "ωB97M-V with the def2-TZVPD basis set",
  "symbols": ["O", "C", "C", "C", "C", "H", "H", "H", "H", "H", "H"],
  "positions_angstrom": [[1.716, 0.204, 0.077], [1.490, -0.537, -1.020], [0.350, 0.213, 0.553], [-0.768, 0.994, -0.016], [-0.886, -0.514, 0.028], [2.015, -1.499, -0.791], [0.468, 0.122, 1.618], [-1.333, 1.598, 0.683], [-0.632, 1.416, -1.007], [-1.511, -0.965, 0.798], [-0.910, -1.033, -0.926]],
  "e_homo_ev": -8.159
}

---

6.
{
  "formula": "C8H16CeCl2N2S",
  "method": "ωB97M-V with the def2-TZVPD basis set",
  "symbols": ["Ce", "Cl", "Cl", "C", "H", "H", "C", "C", "H", "C", "H", "C", "H", "H", "C", "H", "H", "C", "H", "H", "H", "H", "N", "C", "N", "S", "H", "H", "H", "H"],
  "positions_angstrom": [[1.856, -0.387, 0.309], [2.213, -2.459, -1.187], [2.589, 2.057, 0.761], [3.433, -1.078, 1.505], [4.057, -0.467, 2.179], [3.724, -2.140, 1.440], [-1.214, 1.318, -0.988], [-0.034, 1.022, -1.464], [-1.331, 1.901, -0.063], [0.172, 0.000, -2.556], [0.862, 1.608, -1.162], [-1.052, -0.127, -3.509], [1.085, 0.201, -3.135], [0.309, -1.006, -2.119], [-2.366, -0.167, -2.727], [-1.071, 0.709, -4.221], [-0.937, -1.035, -4.117], [-2.493, 0.988, -1.710], [-3.210, -0.150, -3.429], [-2.400, -1.122, -2.188], [-2.870, 1.862, -2.264], [-3.275, 0.748, -0.984], [-0.030, -1.179, 4.641], [0.193, -0.443, 3.535], [0.600, 0.822, 3.732], [-0.156, -1.110, 2.000], [0.248, -0.853, 5.559], [-0.322, -2.146, 4.548], [0.728, 1.447, 2.942], [0.690, 1.186, 4.672]],
  "e_homo_ev": -7.062
}

---

Molar mass, respectively: 100.1 114.2 358.4 98.2 70.1 383.3 u.
ΔE to the lowest compared entry with this formula, charge and spin, respectively: 18.1 58.8 16.5 20.1 113.1 3.5 kcal per mole.